(1)
Density functional theory data (ωB97M-V/def2-TZVPD) for a structure of composition C17H43NO22P4S at a distorted geometry.

Computed properties:
energy above the lowest of the compared OMol25 structures with the same formula, charge and spin: 0.0000 eV
E_LUMO: -2.5 eV
E: -112842.56959 eV

ORCA input file:
```
! RIJCOSX wB97M-V def2-TZVPD def2/J DEFGRID3
* xyz 0 1
S -2.0401 -0.3770 4.0915
P -6.1607 -4.4893 1.2495
P 5.7168 4.8637 -3.2402
P 2.9471 0.3450 0.9102
P 0.4248 -3.2333 -2.7787
O 4.5071 4.5431 -2.0809
O 1.5225 -3.2894 -3.8063
O -6.7141 -5.4947 2.3952
O -1.5523 -0.2705 2.5169
O -1.0146 -0.4077 5.0600
O 0.6604 -1.6722 -2.2367
O -7.4186 -4.9410 0.2491
O 6.7058 5.3202 -2.0354
O 1.7416 -0.0884 2.0024
O -2.7705 1.0701 4.1370
O -6.5310 -3.0409 1.4432
O 3.9148 0.7951 2.1334
O 0.8315 -3.7997 -1.3135
O 4.1848 0.5557 -0.2216
O 4.9560 6.0150 -3.8568
O -2.9430 -1.4553 4.2879
O -4.4332 4.2483 3.0904
O -3.7651 -0.3119 -0.2825
O 2.1187 1.4814 0.3398
O -4.6339 -4.4702 1.9288
O 6.9793 4.8479 -4.3516
O -0.3742 -4.6545 -3.1641
N -2.7995 2.6469 2.4488
C -2.8029 0.4643 0.3892
C -8.6979 -4.3875 0.5094
C 4.6212 2.0242 2.0824
C 7.2012 5.8713 -5.3085
C 0.9772 0.9470 2.5986
C 0.1570 -5.6394 -4.0360
C -6.6828 -5.1180 3.7634
C -3.6176 3.4967 2.7676
C -4.1328 -3.3798 2.6910
C -5.0889 0.1030 -0.0108
C -2.7888 0.1626 1.9051
C -3.3002 1.3124 2.7957
C 1.9959 -1.2090 -2.1217
C 4.3015 1.6862 -1.0729
C 3.8228 5.6605 -1.5369
C 7.4808 6.5037 -2.1453
C 1.6191 -4.9723 -1.1846
H 3.7436 2.5538 -0.7485
H 0.4925 0.5360 3.4723
H 2.3771 -0.9047 -3.0951
H 3.3394 5.3265 -0.6168
H -8.7645 -3.3792 0.1041
H 6.9243 7.2920 -2.6554
H 0.9865 -5.8606 -1.2125
H -3.4144 -0.7448 1.9672
H -8.9201 -4.3794 1.5769
H 2.3821 -5.0219 -1.9638
H -6.9067 -4.0567 3.8849
H 1.6067 1.7859 2.8996
H -9.4314 -5.0133 0.0003
H -3.6000 -3.8034 3.5429
H 4.5085 6.4747 -1.3013
H 3.0529 6.0046 -2.2244
H 5.5647 1.8999 1.5499
H 1.9881 -0.3307 -1.4720
H 6.8849 5.5283 -6.2942
H -0.0642 -6.6094 -3.5848
H 7.7152 6.8405 -1.1367
H -4.3937 1.2574 2.9144
H 8.4170 6.2989 -2.6659
H 8.2793 6.0474 -5.3333
H -5.4168 0.9761 -0.6015
H -5.7126 -5.3557 4.2014
H -2.9511 1.5356 0.1662
H -3.4229 -2.8101 2.0923
H 5.3582 1.9660 -1.1051
H 2.6464 -1.9684 -1.6827
H -5.7464 -0.7337 -0.2889
H -0.3459 -5.5854 -5.0021
H -1.8160 0.2129 -0.0340
H 2.1145 -4.9343 -0.2156
H 4.8412 2.3214 3.1068
H 4.0188 2.8049 1.6145
H 6.7116 6.8101 -5.0723
H 3.9892 1.4034 -2.0805
H -4.9028 -2.7204 3.0758
H -7.4453 -5.6954 4.2838
H -5.2929 0.3161 1.0516
H 1.2310 -5.5704 -4.1769
H 0.2057 1.2860 1.9134
*
```

Here are the Löwdin charges for atoms 1 to 4, given in e:
1. S 0.650
2. P 0.669
3. P 0.725
4. P 0.721


(2)
Density functional theory data (ωB97M-V/def2-TZVPD) for the molecule C20H23NO5.

Computed properties:
energy above the lowest of the compared OMol25 structures with the same formula, charge and spin: 0.9284 eV
E_LUMO: 0.3 eV
E: -32841.31410 eV

ORCA input file:
```
! RIJCOSX wB97M-V def2-TZVPD def2/J DEFGRID3
* xyz 0 1
O -4.1465 -1.6533 0.7290
O 2.6110 -0.9069 -4.5007
O 0.3420 1.9226 3.5173
O 0.0573 2.4868 0.9035
O 3.5095 -1.1986 -2.4610
N -2.6028 -1.6492 -0.8929
C -1.3338 -1.5446 -1.4560
C 2.4824 -1.1149 -3.3176
C -1.2240 -1.3228 -2.8303
C -2.0237 -0.7068 2.5393
C -1.4776 0.6310 0.6137
C 1.1737 -1.2858 -2.6460
C 5.3196 -2.3804 -3.5874
C -0.1730 -1.6868 -0.6929
C 0.0774 2.7048 -0.4855
C -0.6571 1.4376 1.3861
C -3.0451 -1.3039 0.3604
C -0.9934 3.9798 3.4545
C 1.0661 -1.5495 -1.2817
C 0.0159 -1.1908 -3.4162
C -1.0313 2.4893 5.4805
C -0.1973 2.9889 4.3004
C -2.1477 -0.4505 1.1826
C 4.8195 -1.0639 -3.0100
C -0.5268 1.1702 2.7672
C -1.2092 0.0968 3.3182
H 4.8006 -0.2937 -3.7883
H -2.5546 -1.5401 2.9722
H -1.0825 -0.1176 4.3676
H -1.6131 0.8409 -0.4354
H -1.2481 4.8510 4.0521
H -1.9129 3.5188 3.0972
H -1.2664 3.3244 6.1352
H 0.7774 3.5238 -0.6434
H -0.4042 4.2942 2.5977
H -0.4748 1.7481 6.0491
H 1.9604 -1.6529 -0.6885
H 0.1133 -1.0053 -4.4750
H -0.9082 2.9975 -0.8629
H -2.1201 -1.2438 -3.4286
H 5.2936 -3.1585 -2.8282
H 0.4266 1.8196 -1.0276
H 4.6919 -2.6801 -4.4230
H 5.4435 -0.7365 -2.1757
H 0.7069 3.4780 4.6811
H -1.9630 2.0479 5.1335
H -3.3251 -2.0398 -1.4870
H 6.3401 -2.2596 -3.9390
H -0.2482 -1.9084 0.3597
*
```

Here are the Löwdin charges for atoms 1 to 4, given in e:
1. O 0.090
2. O 0.109
3. O -0.027
4. O -0.072


(3)
Density functional theory data (ωB97M-V/def2-TZVPD) for the molecule C6H12O.

Computed properties:
energy above the lowest of the compared OMol25 structures with the same formula, charge and spin: 1.4849 eV
E_LUMO: 1.2 eV
E: -8462.86899 eV

ORCA input file:
```
! RIJCOSX wB97M-V def2-TZVPD def2/J DEFGRID3
* xyz 0 1
O -0.3121 -0.7016 1.3341
C -0.1604 -0.8874 -2.1703
C 1.0833 0.8653 -0.8618
C -0.0836 0.6908 1.4008
C 1.1985 1.0341 0.6585
C 0.7848 -0.5429 -1.3005
C -1.6502 -1.0456 1.0842
H 0.3116 1.5429 -1.2531
H 2.0327 1.1841 -1.3147
H -2.0096 -0.5993 0.1437
H -0.3141 -1.9238 -2.4598
H -1.6936 -2.1338 0.9885
H 1.4151 -1.3188 -0.8655
H -0.0179 1.0027 2.4544
H 1.4690 2.0728 0.8888
H 2.0063 0.4000 1.0457
H -0.8181 -0.1459 -2.6216
H -0.9240 1.2390 0.9466
H -2.3176 -0.7325 1.9021
*
```

Here are the Löwdin charges for atoms 1 to 4, given in e:
1. O -0.203
2. C -0.016
3. C -0.209
4. C -0.245


(4)
Density functional theory data (ωB97M-V/def2-TZVPD) for a cluster of 2 separate species, C4H13NOS in total at a distorted geometry.

Computed properties:
energy above the lowest of the compared OMol25 structures with the same formula, charge and spin: 0.6732 eV
E_LUMO: 0.6 eV
E: -18731.33788 eV

ORCA input file:
```
! RIJCOSX wB97M-V def2-TZVPD def2/J DEFGRID3
* xyz 0 1
S -0.0308 -2.2535 -0.0926
O 0.9087 -0.4657 -2.9422
N 0.9887 0.8751 0.3019
C -0.2576 1.6369 0.3517
C 0.2101 -1.3003 1.4305
C -1.4912 0.9754 -0.2504
C 1.2219 -0.1614 1.2654
H -0.4394 1.9178 1.3899
H 1.2862 0.3027 2.2498
H 0.3490 -0.9710 -2.3360
H 0.6467 -2.0001 2.1473
H -1.2112 -1.7315 -0.4560
H 2.1895 -0.5713 1.0393
H 0.7249 -0.8238 -3.8140
H -2.2885 1.6873 -0.3209
H -0.7127 -0.9031 1.7812
H -1.8629 0.1751 0.3599
H -1.3117 0.5632 -1.2284
H -0.0181 2.5214 -0.2285
H 1.0983 0.5266 -0.6480
*
```

Here are the Löwdin charges for atoms 1 to 4, given in e:
1. S 0.742
2. O -0.079
3. N -0.085
4. C -0.259


(5)
Density functional theory data (ωB97M-V/def2-TZVPD) for a structure of composition C17H15F6N4O8S4Zn.

Computed properties:
E_LUMO: 2.2 eV
E: -148279.74627 eV

ORCA input file:
```
! RIJCOSX wB97M-V def2-TZVPD def2/J DEFGRID3
* xyz -1 1
Zn 0.1000 -1.5470 1.1081
S 0.4468 -3.7869 -0.1209
S -1.7828 2.3142 2.8633
S -2.1544 -0.3679 3.5616
S -0.4162 -0.9035 -1.8539
F 0.6845 1.3893 3.1435
F -2.3509 -0.4656 6.1786
F -0.3519 -0.7857 5.4180
F 0.3558 3.3376 4.0135
F 0.5017 3.1220 1.8648
F -1.8480 -2.3346 5.2111
O -2.0071 1.9373 1.4914
O -3.4821 -0.8421 3.3394
O -1.1106 -0.8746 2.6874
O 0.9515 -5.1241 -0.3499
O 1.2948 -2.7240 -0.7611
O -2.3237 3.5474 3.3403
O -0.9514 -3.5753 -0.5335
O 0.4925 -3.4452 1.3891
N -0.4579 -0.3620 -0.3502
N -2.0654 1.1665 3.9034
N 1.8797 -0.7587 1.8616
N 3.7543 -0.8535 2.9692
C 3.1288 -0.1368 -3.5640
C -2.9172 0.4434 -4.7203
C 2.5030 -1.3393 2.8544
C 3.1163 1.2375 -3.7473
C -1.8083 -0.1437 -2.6794
C -2.8884 0.3034 -1.9394
C 2.7644 0.1259 1.2937
C 0.9160 -0.0197 -2.6673
C 0.0516 2.5485 2.9846
C 2.0224 -0.7766 -3.0148
C -1.6466 -1.0204 5.1990
C -1.8203 -0.0907 -4.0695
C -3.9852 0.8422 -2.6032
C -4.0007 0.9171 -3.9862
C 3.9374 0.0862 1.9748
C 0.8982 1.3597 -2.8263
C 2.0033 1.9874 -3.3732
H 2.4883 0.7149 0.4357
H -0.8851 0.5524 -0.2475
H 4.8650 0.6122 1.8433
H 2.0239 -1.8394 -2.7991
H -0.9720 -0.4563 -4.6357
H 0.0321 1.9367 -2.5211
H 4.0042 -0.7141 -3.8308
H 2.0901 -2.1137 3.4792
H -2.8865 0.2327 -0.8594
H 3.9794 1.7334 -4.1736
H -4.8259 1.2023 -2.0251
H 4.4357 -1.1427 3.6479
H -2.9275 0.4911 -5.8015
H 2.0003 3.0620 -3.5060
H -4.8560 1.3409 -4.4967
*
```

Here are the Löwdin charges for atoms 1 to 4, given in e:
1. Zn 0.624
2. S 0.262
3. S 0.580
4. S 0.627


Number 1: M 769.48 g/mol, HOMO level -9.49 eV, orbital gap 0.2553 Eh. Number 2: M 357.41 g/mol, HOMO level -8.65 eV, orbital gap 0.3280 Eh. Number 3: M 100.16 g/mol, HOMO level -9.21 eV, orbital gap 0.3815 Eh. Number 4: M 123.22 g/mol, HOMO level -8.61 eV, orbital gap 0.3403 Eh. Number 5: M 710.97 g/mol, HOMO level -5.46 eV, orbital gap 0.2826 Eh.